# 1
The following is a DFT calculation (wB97M-V/def2-TZVPD) of a cluster of 7 separate species, C35H35ClNO10 in total at a distorted geometry.

Structure (XYZ):
```
82
Properties=species:S:1:pos:R:3:forces:R:3:lowdin_charge:R:1
Cl 0.310303 0.063287 0.463692 0.02 0.05 -0.05 0.129
N -2.685024 2.425008 5.379660 -2.48 -3.84 -1.45 0.055
C -3.881382 1.618846 5.264562 -0.36 3.17 2.02 -0.141
C -4.400613 0.956489 4.187724 5.61 1.67 -0.09 -0.088
C -3.446011 0.927012 3.159862 -0.82 -1.11 -4.12 -0.084
C -2.158317 1.513003 3.146584 -2.09 -0.11 3.17 -0.052
C -1.847209 2.199496 4.345502 -0.55 1.64 0.82 -0.164
H -4.666365 1.785229 6.031950 1.13 0.07 0.26 0.094
H -5.341663 0.570957 4.129559 -2.24 -1.07 -0.11 0.071
H -3.903277 0.455972 2.197266 1.47 0.73 1.42 0.128
H -1.385669 1.517688 2.430990 0.25 -0.47 -1.26 0.034
H -0.956789 2.824987 4.488678 0.07 -0.67 -0.64 0.099
C -4.835876 -3.317441 -0.244473 1.32 3.63 0.71 -0.019
C -4.000151 -2.334787 -0.943346 -1.69 -3.89 -4.15 -0.036
C -2.936364 -1.774085 -0.363625 0.30 1.36 1.43 -0.439
C -2.714830 -1.842638 1.033694 0.18 1.46 0.55 -0.043
C -3.598162 -2.580829 1.751332 -1.68 -0.66 -1.11 -0.023
C -4.780060 -3.223699 1.142217 3.36 0.18 -1.23 -0.353
O -5.585762 -3.844920 1.980657 -2.53 -1.98 1.89 0.025
O -2.262958 -0.951232 -1.140565 3.11 1.61 -0.71 -0.017
H -5.644034 -3.773728 -0.744532 -0.77 -0.63 -0.48 0.078
H -3.972294 -2.298504 -2.246746 -0.38 -0.01 4.25 0.192
H -2.055807 -1.106154 1.667044 -0.67 -1.84 -1.89 0.117
H -3.323687 -2.599754 2.771205 -0.81 -0.40 1.29 0.095
H -6.318389 -4.429497 1.638970 1.54 1.27 -0.14 0.140
H -1.374140 -0.712169 -0.729802 -1.26 -0.17 -0.37 -0.010
C 2.854720 -1.321162 -2.638918 1.16 -1.25 -2.47 0.008
C 3.488699 -2.063666 -3.789567 -1.18 0.50 1.69 0.030
C 4.923677 -2.234436 -3.844721 -3.68 2.44 3.19 -0.405
C 5.670986 -1.580927 -2.858261 1.34 -0.63 1.12 -0.052
C 5.129739 -0.886030 -1.750030 -1.59 0.07 -2.21 -0.020
C 3.724830 -0.695541 -1.709053 -1.77 0.31 0.49 -0.299
O 3.173693 0.136470 -0.720487 3.09 -0.57 -0.58 -0.038
O 5.396465 -3.109297 -4.678742 0.49 -1.98 -2.65 0.066
H 1.689372 -1.276565 -2.563415 2.62 0.17 -0.16 0.117
H 2.782304 -2.592127 -4.541509 1.49 0.90 1.41 0.120
H 6.782829 -1.807212 -2.811782 -1.28 0.45 -0.25 0.118
H 5.766423 -0.328786 -1.099620 0.23 0.02 0.54 0.099
H 2.231622 0.200677 -0.620551 -1.22 -0.51 -0.34 -0.072
H 6.341504 -3.202641 -4.687008 0.61 0.25 0.29 0.102
C 0.370904 -3.452430 -2.465272 1.58 -2.63 -2.14 0.018
C 0.459133 -4.216735 -3.825329 0.01 1.02 4.18 0.014
C 1.025513 -5.497588 -3.794676 -0.08 4.65 9.81 -0.471
C 1.538855 -6.074164 -2.530252 -2.15 8.25 2.04 0.035
C 1.626335 -5.246949 -1.308230 -3.68 1.54 -5.88 0.041
C 0.990026 -3.935398 -1.235227 -0.09 -1.11 -5.69 -0.352
O 1.177309 -3.192891 -0.182644 0.35 -0.05 2.66 0.047
O 1.118808 -6.216019 -4.763014 -0.02 -4.16 -8.97 0.127
H -0.012859 -2.449622 -2.618620 -0.20 -0.05 0.66 0.074
H 0.040494 -3.741293 -4.736437 0.40 -0.52 0.77 0.106
H 1.952672 -6.960718 -2.395448 1.74 -4.22 -0.26 0.035
H 1.969414 -5.583034 -0.437891 1.77 -1.70 3.30 0.049
H 1.139812 -2.236902 -0.232194 -0.42 0.50 -0.49 0.020
H 1.295487 -7.097728 -4.516133 0.46 -1.52 0.12 0.108
C -2.127615 3.097795 -0.605478 -3.16 1.56 1.59 0.040
C -3.204151 4.116218 -0.525026 2.50 -2.14 -0.28 -0.009
C -3.391311 4.916426 -1.607287 -1.24 2.79 -2.42 -0.344
C -2.797997 4.698583 -2.862467 0.22 -0.02 -1.25 -0.014
C -1.863585 3.594241 -2.928515 -2.30 3.07 -1.81 -0.038
C -1.521381 2.864748 -1.851018 0.83 -1.58 3.65 -0.360
O -0.558914 1.900530 -1.938954 -0.08 0.54 -1.54 -0.001
O -4.371657 5.980398 -1.508599 0.08 -0.97 0.57 -0.052
H -1.991276 2.523619 0.378459 0.24 0.57 -2.02 0.113
H -3.895577 4.254605 0.291600 0.45 -0.09 0.49 0.109
H -3.160503 5.421935 -3.858329 1.35 -2.49 3.16 0.177
H -1.511329 3.320219 -3.886772 0.67 -0.22 -0.77 0.098
H -0.386881 1.395197 -1.134741 -0.21 0.02 0.63 -0.056
H -4.193221 6.849432 -1.908458 0.71 -1.05 -0.02 0.088
C 4.039962 3.956465 4.545867 -4.79 -3.65 -2.63 0.005
C 2.856943 3.049485 4.477325 2.42 1.30 -0.11 0.011
C 2.345539 2.628835 3.264470 -0.18 1.07 -2.15 -0.334
C 2.847353 3.198410 2.044672 2.45 1.14 2.16 0.058
C 4.008882 4.063863 2.160959 -3.62 -2.21 0.62 -0.008
C 4.535683 4.435294 3.351487 0.44 0.05 3.48 -0.384
O 5.528220 5.362907 3.426110 1.80 1.26 -0.42 0.015
O 1.252952 1.817250 3.234318 -0.19 -0.36 0.32 -0.011
H 4.449944 3.895246 5.474373 1.54 0.96 2.43 0.064
H 2.423579 2.654387 5.390931 0.15 0.00 -0.07 0.106
H 2.418358 3.053090 1.064650 -0.14 -0.33 0.08 0.108
H 4.322252 4.622794 1.380056 1.03 1.24 -2.87 0.077
H 5.939658 5.564761 4.305546 -1.23 -0.90 -1.11 0.127
H 1.121839 1.357444 2.381794 0.25 0.23 0.08 0.000
```
Positions in Å, forces in eV/Å.

Computed properties:
- Frontier orbital gap: 0.278 Eh
- Total energy: -71344.643 eV
- HOMO: -5.26 eV
- LUMO level: 2.3 eV
- Total charge: -1



# 2
The following is a DFT calculation (wB97M-V/def2-TZVPD) of a structure of composition C4H5NP2 at a distorted geometry.

Structure (XYZ):
```
12
Properties=species:S:1:pos:R:3:forces:R:3:lowdin_charge:R:1
C -0.580881 -0.545116 -0.303034 4.91 0.60 -0.08 -0.066
C -1.729343 -0.235062 -0.069011 -0.83 -0.44 -0.34 -0.427
C 1.414250 -0.529865 -0.354144 -5.15 -1.50 -1.07 -0.595
C 1.963963 0.658596 0.243292 1.07 -1.17 -0.13 -0.155
N -3.898290 0.966550 0.753799 -1.73 -0.43 -0.40 -0.342
P 1.870246 -1.884712 -1.176656 -2.14 -0.59 -0.15 0.851
P -3.513288 -0.248400 -0.165093 1.01 0.18 0.23 0.730
H 2.782361 0.971218 -0.389663 0.37 0.34 0.22 0.089
H 1.238963 1.378582 0.340217 -1.53 1.93 0.07 0.052
H 2.256718 0.370484 1.225248 0.73 0.13 0.99 0.085
H -4.952353 0.926968 0.672268 1.07 0.50 0.42 -0.050
H 3.147652 -1.829242 -0.777223 2.22 0.46 0.24 -0.172
```
Positions in Å, forces in eV/Å.

Computed properties:
- Frontier orbital gap: 0.330 Eh
- Total energy: -24290.497 eV
- HOMO: -9.49 eV
- LUMO level: -0.5 eV



# 3
The following is a DFT calculation (wB97M-V/def2-TZVPD) of a cluster of 2 separate species, C21H36B2F3NO11P3S in total at a distorted geometry.

Structure (XYZ):
```
78
Properties=species:S:1:pos:R:3:forces:R:3:lowdin_charge:R:1
C 0.691787 7.752684 -2.185478 0.27 0.21 -0.12 -0.072
C 0.279362 6.514022 -2.984712 0.00 0.24 0.16 -0.254
O -0.519827 5.606132 -2.238507 0.01 -0.36 -0.21 0.036
B 0.109995 4.555170 -1.591521 -0.11 0.05 0.16 -0.517
O 1.394946 4.832462 -1.092347 0.18 0.42 -0.86 0.117
B -0.509345 2.948300 -1.414500 -0.45 0.45 0.55 -0.793
P 0.045502 2.011380 -3.124516 0.46 -0.44 0.32 0.434
S 1.506768 0.661315 -3.078428 0.13 0.03 -0.19 0.009
O 0.107322 2.314372 -0.204724 -0.04 -0.32 -0.18 -0.096
C -0.988981 2.176288 0.667595 0.39 0.73 -0.56 -0.522
P -0.656299 1.168072 2.174786 -0.46 -0.95 -0.06 0.966
P -1.045508 2.659113 3.706147 -0.11 0.53 -0.31 0.271
O -1.695686 3.890080 3.220381 0.09 -0.24 0.17 -0.314
O -1.948083 1.893337 4.796982 0.15 -0.07 0.15 -0.194
O 0.303269 2.931177 4.551080 0.05 0.03 0.13 -0.193
C -2.136889 1.741538 -0.254512 -0.14 -0.09 0.17 -0.469
C -2.006741 0.301846 -0.841425 -0.07 -0.12 -0.05 -0.092
C -0.758601 -0.561682 -0.585693 -0.11 -0.40 0.11 -0.233
C -0.993718 -1.767720 0.336657 0.14 0.22 0.21 -0.231
C 0.341894 -2.318228 0.858407 -0.25 -0.19 -0.32 -0.194
C 0.343060 -3.826591 1.185008 0.31 0.27 0.06 -0.165
C 0.788637 -4.115900 2.600436 -0.34 0.01 -0.30 -0.172
O -0.109103 -3.506854 3.566041 0.51 -0.20 0.39 -0.030
C -0.795261 -4.374416 4.344477 -0.70 -0.42 -0.51 -0.541
C -0.588504 -4.108690 5.805976 -0.22 0.06 0.04 0.014
O -1.491804 -5.258033 3.896065 0.69 0.41 0.33 0.105
C -3.512114 1.872483 0.409405 0.09 0.14 0.02 -0.098
C -3.962480 3.305718 0.716716 0.09 -0.21 0.20 -0.049
C -4.774512 3.985201 -0.368194 0.02 0.12 -0.13 -0.601
F -4.097108 4.914674 -1.050366 0.11 -0.01 -0.02 0.142
F -5.846649 4.637090 0.164453 -0.06 0.02 0.13 0.089
F -5.294438 3.135110 -1.276862 -0.01 -0.07 -0.01 0.119
O -1.987300 2.746080 -1.242073 0.33 -0.19 -0.35 -0.023
H 0.299978 8.668873 -2.634480 -0.09 -0.04 0.09 0.061
H 0.343848 7.685940 -1.157008 -0.09 -0.06 -0.03 0.079
H 1.778724 7.859259 -2.151396 -0.04 -0.07 0.05 0.068
H -0.311809 6.812176 -3.853805 -0.08 -0.06 0.07 0.112
H 1.167771 6.005699 -3.368699 -0.01 -0.02 0.06 0.109
H 2.074689 4.271235 -1.480977 -0.09 -0.36 0.53 0.102
H 0.351046 3.014257 -4.073446 -0.19 0.05 -0.07 -0.052
H -1.130335 1.485208 -3.697665 -0.08 0.13 -0.19 -0.048
H -1.255992 3.190704 0.989066 -0.17 -0.17 0.40 0.098
H 0.743891 1.071436 2.199841 0.13 0.43 0.06 -0.045
H -1.418603 1.648444 5.564909 -0.09 -0.05 0.01 0.065
H 0.403677 3.888150 4.644145 0.11 0.01 -0.03 0.077
H -2.144612 0.419531 -1.919018 -0.04 0.07 0.06 0.103
H -2.872109 -0.284566 -0.510415 -0.01 0.08 0.04 0.107
H 0.077945 0.017782 -0.198511 0.02 0.17 -0.12 0.077
H -0.406699 -0.963178 -1.537866 0.15 0.18 0.02 0.079
H -1.604632 -1.458691 1.190983 -0.12 -0.16 -0.04 0.082
H -1.530009 -2.558264 -0.196958 -0.10 0.06 -0.03 0.108
H 1.095913 -2.128353 0.089287 0.08 0.05 0.15 0.104
H 0.619574 -1.753003 1.750814 0.11 0.08 -0.06 0.093
H -0.636921 -4.275653 1.015895 0.02 -0.03 0.01 0.114
H 1.072134 -4.318960 0.532398 -0.16 -0.15 -0.04 0.106
H 0.832999 -5.191020 2.786846 -0.04 0.02 0.03 0.122
H 1.770662 -3.676984 2.789282 -0.04 0.02 0.03 0.127
H -1.189459 -4.794809 6.397092 0.03 0.02 0.00 0.083
H -0.857975 -3.077483 6.038587 0.07 -0.02 -0.02 0.089
H 0.471615 -4.238688 6.028106 -0.02 0.04 0.05 0.089
H -4.260397 1.377965 -0.209592 0.01 0.00 -0.04 0.116
H -3.473118 1.298825 1.343251 -0.04 0.05 0.00 0.113
H -3.105550 3.936620 0.943158 -0.06 0.10 -0.06 0.112
H -4.578842 3.303569 1.617055 -0.07 0.01 -0.09 0.126
C 4.482232 -7.195944 -3.259131 0.00 0.02 0.01 -0.083
C 4.140606 -6.262741 -4.228873 0.02 -0.03 0.06 -0.071
C 3.843484 -4.958299 -3.866371 -0.01 -0.04 -0.14 -0.001
C 3.898332 -4.614747 -2.529901 0.02 -0.05 -0.01 -0.142
C 4.231208 -5.526306 -1.547158 0.03 -0.09 0.10 -0.008
C 4.524516 -6.828464 -1.920705 -0.01 0.00 -0.07 -0.074
N 3.593501 -3.221169 -2.142590 -0.09 -0.11 -0.03 -0.347
O 3.282495 -2.458862 -3.025360 0.04 0.10 -0.01 0.079
O 3.670710 -2.945888 -0.961479 0.02 0.04 0.10 0.070
H 4.715812 -8.212508 -3.547089 -0.01 -0.01 0.00 0.102
H 4.105016 -6.549383 -5.270872 -0.01 0.00 -0.01 0.105
H 3.572833 -4.219189 -4.605325 -0.01 0.06 0.05 0.122
H 4.259536 -5.221769 -0.512006 -0.01 0.08 -0.01 0.116
H 4.787162 -7.556058 -1.165045 0.00 -0.01 0.01 0.104
```
Positions in Å, forces in eV/Å.

Computed properties:
- Frontier orbital gap: 0.200 Eh
- Total energy: -94586.059 eV
- HOMO: -4.07 eV
- LUMO level: 1.4 eV
- Total charge: -1



- What is the HOMO in the third record?
  -4.07 eV